w.
This record from the OMol25 dataset describes C3H4NO2S as an isolated structure. The level of theory is wB97M-V/def2-TZVPD.

XYZ file:
```
11
Properties=species:S:1:pos:R:3
C -0.5850 -1.0555 0.2374
C -0.2002 1.1914 -0.7028
C -1.1580 0.3350 0.0925
N 0.5783 -1.5282 -0.1278
O 2.4972 0.0629 -1.3347
O 1.9622 0.0523 1.0872
S 1.4542 0.0080 -0.2721
H -1.2614 -1.8306 0.4249
H 0.1602 2.1024 -0.1565
H -2.1597 0.0105 -0.3489
H -1.2878 0.6518 1.1009
```

Summary:
HOMO: -3.17 eV
Orbital gap: 7.28 eV
Charge: -1
Molecular weight: 118.14 g/mol

The net atomic charges from natural (NBO), expressed in e, are: 0.124, -0.706, -0.550, -0.609, -0.970, -1.009, 2.016, 0.150, 0.156, 0.194, 0.206

x.
This record from the OMol25 dataset describes C3H4NO2S as an isolated structure. The level of theory is wB97M-V/def2-TZVPD.

XYZ file:
```
11
Properties=species:S:1:pos:R:3
C 1.1483 -1.3062 0.8379
C -1.0064 0.1138 -0.7599
C 0.3121 0.6458 0.0343
N 1.1999 -0.3018 0.0788
O -1.6500 1.1044 -1.3351
O -1.1294 -1.0656 -0.8710
S 0.6873 2.2092 -0.3392
H 1.6851 -2.2566 0.3694
H 0.4496 -1.4121 1.6151
H -0.9078 0.3409 1.5485
H -0.7885 1.9282 -1.1787
```

Summary:
HOMO (alpha / beta): -3.47 / -3.47 eV
Orbital gap (alpha / beta): 7.16 / 7.16 eV
Charge: -1
Molecular weight: 118.14 g/mol

The net atomic charges from natural (NBO), expressed in e, are: -0.035, 0.779, -0.100, -0.432, -0.729, -0.653, -0.262, 0.155, 0.181, -0.297, 0.392

Most stable pick: x. Distance to second place: 7.7 kJ/mol.

w.
This record from the OMol25 dataset describes a 2-piece molecular cluster, C5H11NO overall. The level of theory is wB97M-V/def2-TZVPD.

XYZ file:
```
18
Properties=species:S:1:pos:R:3
C 1.0287 0.7581 -2.3349
C -0.0576 -0.1284 -1.4101
C 0.2933 -0.5709 -0.0243
C 1.4286 -1.1850 0.3499
C -1.7176 -1.5696 0.7172
N -0.9016 -0.5528 0.8024
H 0.7478 0.7049 -3.4011
H 0.8128 1.7763 -1.8728
H 2.0917 0.5494 -2.1728
H -0.3397 -1.1489 -2.0120
H -0.9441 0.4896 -1.1993
H 2.3257 -1.1734 -0.1669
H 1.6042 -1.5870 1.3743
H -2.7054 -1.5623 1.1705
H -1.3020 -2.6061 0.4717
H -0.1514 1.5748 2.0227
H 0.5458 3.0491 2.0103
O -0.2782 2.4972 1.7965
```

Summary:
Expectation value of S²: 0.754
HOMO (alpha / beta): 0.39 / -3.33 eV
Orbital gap (alpha / beta): 3.50 / 7.19 eV
Charge: -1
Multiplicity: 2
Molecular weight: 101.15 g/mol

The net atomic charges from natural (NBO), expressed in e, are: -0.632, -0.451, 0.200, -0.556, -0.463, -0.690, 0.192, 0.205, 0.196, 0.205, 0.232, 0.164, 0.182, 0.137, 0.095, 0.502, 0.452, -0.968

x.
This record from the OMol25 dataset describes an isolated ion of composition C5H11NO and charge -1. The level of theory is wB97M-V/def2-TZVPD.

XYZ file:
```
18
Properties=species:S:1:pos:R:3
O -3.4450 -0.4203 0.3786
C -2.4339 0.1682 -0.1022
C -0.9558 0.0435 0.5078
C -0.0484 0.0201 -0.7347
C 1.4216 -0.3845 -0.5208
C 2.2758 0.8177 -0.1203
N -0.8781 -1.2345 1.2369
H -2.4733 1.0756 -0.7612
H -0.9058 0.9200 1.1631
H -0.0479 0.9729 -1.2701
H -0.4946 -0.7468 -1.3699
H 1.4685 -1.0079 0.3825
H 1.8027 -0.9921 -1.3383
H 3.3585 0.6266 -0.1038
H 2.3077 1.5390 -0.9671
H 1.8693 1.4424 0.6608
H -1.6233 -1.7709 0.7843
H -1.1978 -1.0689 2.1745
```

Summary:
Expectation value of S²: 0.753
HOMO (alpha / beta): 0.40 / -3.17 eV
Orbital gap (alpha / beta): 3.54 / 7.04 eV
Charge: -1
Multiplicity: 2
Molecular weight: 101.15 g/mol

The net atomic charges from natural (NBO), expressed in e, are: -0.790, 0.000, -0.168, -0.424, -0.417, -0.614, -0.880, 0.047, 0.161, 0.187, 0.202, 0.216, 0.185, 0.190, 0.176, 0.210, 0.372, 0.346

Most stable pick: x. Distance to second place: 154.3 kJ/mol.

w.
This record from the OMol25 dataset describes an isolated molecule of C6H12N2O4. The level of theory is wB97M-V/def2-TZVPD.

XYZ file:
```
24
Properties=species:S:1:pos:R:3
C -2.0692 -1.5671 0.8888
C -1.5487 -0.6316 -0.2164
N -0.2660 -0.1176 0.1966
C 0.9281 -0.7913 -0.0197
O 0.9875 -1.9488 -0.3709
C 2.1975 0.0303 0.1366
N 3.3745 -0.4714 -0.4772
C 1.9891 1.5114 -0.1403
O 0.9579 1.9955 0.6907
C -2.5304 0.5670 -0.3068
O -2.0924 1.7019 -0.2602
O -3.7173 0.1500 -0.5603
H -3.1835 -1.7735 0.8538
H -1.8456 -1.1580 1.9614
H -1.4410 -2.5203 0.7246
H -1.4570 -1.1770 -1.2368
H -0.2534 0.9774 0.1769
H 2.3451 -0.0517 1.2838
H 3.3827 -1.4314 -0.3170
H 3.3647 -0.5000 -1.5001
H 1.7275 1.6721 -1.1511
H 3.0004 1.9452 0.1636
H 0.4444 2.7220 0.2339
H -4.2948 0.8669 -0.7538
```

Summary:
HOMO: -9.23 eV
Orbital gap: 9.64 eV
Charge: 0
SMILES: C[C@H](NC(=O)[C@@H](N)CO)C(=O)O
Molecular weight: 176.17 g/mol

The net atomic charges from natural (NBO), expressed in e, are: -0.635, -0.157, -0.679, 0.667, -0.641, -0.155, -0.810, -0.069, -0.716, 0.803, -0.626, -0.643, 0.221, 0.223, 0.242, 0.229, 0.455, 0.209, 0.375, 0.355, 0.170, 0.190, 0.492, 0.501

x.
This record from the OMol25 dataset describes an isolated molecule of C6H12N2O4. The level of theory is wB97M-V/def2-TZVPD.

XYZ file:
```
24
Properties=species:S:1:pos:R:3
C 1.2954 1.2957 2.1282
C 1.1827 0.0289 1.2088
N 0.0404 0.3339 0.2701
C 0.3600 0.8290 -0.9246
O 1.4926 1.2450 -1.2691
C -0.8296 0.7003 -1.8426
N -0.5483 1.2707 -3.1892
C -1.5821 -0.6646 -1.9883
O -2.5994 -0.5953 -1.0102
C 0.6126 -1.1293 1.9451
O -0.5256 -1.5015 1.8204
O 1.3911 -1.7534 2.8645
H 2.1096 1.2272 2.8386
H 1.5951 2.1480 1.4696
H 0.2226 1.5106 2.5121
H 2.0566 -0.1734 0.6223
H -0.8135 -0.2054 0.3752
H -1.5747 1.2748 -1.2256
H -0.5872 2.3079 -3.1946
H 0.4185 1.1206 -3.3951
H -1.9760 -0.7796 -3.0199
H -0.9254 -1.4971 -1.8631
H -2.2755 -1.0857 -0.2093
H 1.0011 -2.5995 3.1194
```

Summary:
HOMO: -9.50 eV
Orbital gap: 9.91 eV
Charge: 0
SMILES: C[C@H](NC(=O)[C@@H](N)CO)C(=O)O
Molecular weight: 176.17 g/mol

The net atomic charges from natural (NBO), expressed in e, are: -0.607, -0.167, -0.625, 0.665, -0.653, -0.185, -0.832, -0.072, -0.716, 0.796, -0.616, -0.678, 0.224, 0.240, 0.226, 0.259, 0.423, 0.230, 0.363, 0.369, 0.210, 0.169, 0.471, 0.504

y.
This record from the OMol25 dataset describes an isolated molecule of C6H12N2O4. The level of theory is wB97M-V/def2-TZVPD.

XYZ file:
```
24
Properties=species:S:1:pos:R:3
C 2.3154 0.8691 0.5274
C 1.9127 -0.5885 0.2703
N 2.6618 -1.2470 -0.8256
C 0.4605 -0.8393 -0.1223
O 0.1704 -1.4375 -1.1421
N -0.4423 -0.3277 0.7125
C -1.7096 0.2591 0.3580
C -1.5698 1.2850 -0.7667
O -0.7986 2.3751 -0.3211
C -2.7594 -0.8157 0.0520
O -3.7581 -0.4486 -0.4424
O -2.6209 -2.0492 0.4071
H 1.9257 1.3697 -0.3424
H 1.9037 1.2374 1.4664
H 3.3800 0.9139 0.6384
H 1.9726 -1.1822 1.2054
H 3.4551 -1.7793 -0.4033
H 2.0449 -1.8633 -1.3353
H 0.0322 0.2650 1.3801
H -2.0300 0.7760 1.2969
H -1.1120 0.6591 -1.5970
H -2.5543 1.5115 -1.1694
H -1.0882 3.1807 -0.8050
H -1.7917 -2.1233 0.9581
```

Summary:
HOMO: -9.45 eV
Orbital gap: 9.86 eV
Charge: 0
SMILES: C[C@H](N)C(=O)N[C@@H](CO)C(=O)O
Molecular weight: 176.17 g/mol

The net atomic charges from natural (NBO), expressed in e, are: -0.610, -0.147, -0.845, 0.683, -0.615, -0.641, -0.170, -0.092, -0.728, 0.779, -0.576, -0.633, 0.230, 0.198, 0.227, 0.181, 0.357, 0.396, 0.396, 0.234, 0.181, 0.211, 0.488, 0.496

z.
This record from the OMol25 dataset describes an isolated molecule of C6H12N2O4. The level of theory is wB97M-V/def2-TZVPD.

XYZ file:
```
24
Properties=species:S:1:pos:R:3
C 1.7951 -0.3569 -0.3402
C 0.3573 0.1570 -0.5846
C -0.1501 -0.4280 -1.9189
C 0.4931 1.7505 -0.6663
C -0.5743 -0.1614 0.5815
C -0.1676 0.4285 1.9978
N -0.6039 -1.7487 0.8223
O 0.2916 -2.2133 1.4980
O -1.5694 -2.3382 0.3803
N -2.0121 0.1731 0.3159
O -2.6904 0.2801 1.3073
O -2.3544 0.2843 -0.8101
H 2.2412 -0.0945 0.6016
H 1.6798 -1.5309 -0.2347
H 2.5522 -0.0460 -1.0091
H -0.7682 0.2311 -2.4377
H 0.6456 -0.8583 -2.5413
H -0.8906 -1.3638 -1.8156
H -0.3608 2.2165 -1.1011
H 1.3310 1.9032 -1.3938
H 0.8080 2.0462 0.2714
H -0.0039 1.5639 2.1794
H -0.8819 0.0869 2.7200
H 0.8328 0.0186 2.1777
```

Summary:
HOMO: -11.15 eV
Orbital gap: 10.91 eV
Charge: 0
SMILES: CC(C)(C)C(C)([N+](=O)[O-])[N+](=O)[O-]
Molecular weight: 176.17 g/mol

The net atomic charges from natural (NBO), expressed in e, are: -0.611, -0.102, -0.619, -0.595, 0.204, -0.656, 0.530, -0.355, -0.346, 0.521, -0.362, -0.328, 0.212, 0.222, 0.227, 0.228, 0.217, 0.231, 0.222, 0.216, 0.207, 0.243, 0.252, 0.242

Most stable pick: y. Distance to second place: 19.1 kJ/mol.

w.
This record from the OMol25 dataset describes an isolated molecule of C3H8OS. The level of theory is wB97M-V/def2-TZVPD.

XYZ file:
```
13
Properties=species:S:1:pos:R:3
O -1.7639 1.7782 0.1420
C -0.6542 1.0865 -0.4868
C -0.0702 0.0745 0.4609
C 1.0909 -0.6908 -0.1062
S 1.8099 -1.8126 1.1425
H -2.5764 1.5444 -0.3341
H 0.0509 1.8653 -0.7908
H -0.9979 0.6188 -1.4157
H -0.8061 -0.6607 0.7578
H 0.1726 0.5388 1.4160
H 0.6985 -1.3695 -0.8636
H 1.8368 -0.0616 -0.6065
H 1.2089 -2.9113 0.6845
```

Summary:
HOMO: -9.15 eV
Orbital gap: 9.98 eV
Charge: 0
SMILES: OCCCS
Molecular weight: 92.16 g/mol

The net atomic charges from natural (NBO), expressed in e, are: -0.728, -0.059, -0.441, -0.507, -0.040, 0.469, 0.172, 0.160, 0.207, 0.216, 0.213, 0.218, 0.120

x.
This record from the OMol25 dataset describes an isolated molecule of C3H8OS. The level of theory is wB97M-V/def2-TZVPD.

XYZ file:
```
13
Properties=species:S:1:pos:R:3
C 1.0359 1.5715 0.6794
O 0.5592 0.6891 -0.3981
C -0.5162 -0.1187 0.0131
C -0.9319 -0.9856 -1.1155
S 0.0253 -1.3882 1.3528
H 1.8298 2.0490 0.1740
H 1.4910 1.0624 1.5369
H 0.3013 2.4052 0.9022
H -1.4160 0.3496 0.5182
H -0.0880 -1.2255 -1.7938
H -1.6897 -0.5452 -1.6093
H -1.3547 -1.9549 -0.7098
H 0.7540 -1.9087 0.4499
```

Summary:
HOMO: -9.03 eV
Orbital gap: 10.04 eV
Charge: 0
SMILES: CO[C@@H](C)S
Molecular weight: 92.16 g/mol

The net atomic charges from natural (NBO), expressed in e, are: -0.275, -0.531, 0.050, -0.648, -0.128, 0.194, 0.204, 0.180, 0.187, 0.225, 0.211, 0.228, 0.102

y.
This record from the OMol25 dataset describes an isolated molecule of C3H8OS. The level of theory is wB97M-V/def2-TZVPD.

XYZ file:
```
13
Properties=species:S:1:pos:R:3
C -2.1302 -0.1289 -0.1889
O -0.7748 0.0881 -0.5963
C 0.0927 -0.7502 0.1621
S 1.7572 -0.9355 -0.3575
C 2.1344 0.8096 -0.1022
H -2.2167 0.0899 0.8582
H -2.7299 0.5465 -0.7367
H -2.4910 -1.1787 -0.3598
H -0.3661 -1.7662 0.1895
H 0.1277 -0.3483 1.2156
H 1.7251 1.1098 0.8635
H 3.2096 0.9675 -0.1344
H 1.6620 1.4965 -0.8132
```

Summary:
HOMO: -8.87 eV
Orbital gap: 9.86 eV
Charge: 0
SMILES: COCSC
Molecular weight: 92.16 g/mol

The net atomic charges from natural (NBO), expressed in e, are: -0.248, -0.551, -0.245, 0.242, -0.752, 0.167, 0.197, 0.167, 0.192, 0.169, 0.210, 0.227, 0.225

Most stable pick: w. Distance to second place: 45.5 kJ/mol.